Record 1
{
  "formula": "CF3Lu",
  "method": "the ωB97M-V functional and the def2-TZVPD basis",
  "lumo_ev": [-5.91, -6.45],
  "s_squared": 0.75,
  "homo_energy_ev": [-12.7, -16.5],
  "multiplicity": 2,
  "total_charge": 1,
  "symbols": ["C", "F", "F", "Lu", "F"],
  "xyz": [[0.19963, -0.55167, 0.40827], [-0.33781, -1.63252, -0.05678], [0.39371, -0.79793, 1.66732], [0.58633, 1.83402, -0.56949], [-0.79285, 0.44693, -1.46906]],
  "atomic_forces_ev_per_a": [[0.035, -2.073, 1.186], [0.696, 1.707, -0.102], [-0.041, 0.479, -0.300], [-2.447, -2.988, -1.486], [1.757, 2.875, 0.703]]
}

=====

Record 2
{
  "formula": "C5H9NO",
  "method": "the ωB97M-V functional and the def2-TZVPD basis",
  "lumo_ev": 1.13,
  "homo_energy_ev": -9.3,
  "smiles": "C[C@H]1N[C@H]1[C@H]1CO1",
  "e_above_lowest_ev": 3.029,
  "multiplicity": 1,
  "total_charge": 0,
  "symbols": ["C", "C", "N", "C", "C", "C", "O", "H", "H", "H", "H", "H", "H", "H", "H", "H"],
  "xyz": [[-1.88146, -0.56197, 0.08958], [-1.16186, 0.59082, 0.74804], [-0.03775, 0.33528, 1.65150], [0.21460, 1.03447, 0.39417], [1.05624, 0.45900, -0.71002], [2.01618, -0.63039, -0.50837], [0.79544, -0.85053, -1.19813], [-2.42112, -0.23659, -0.80652], [-2.61316, -0.97988, 0.79077], [-1.18395, -1.34814, -0.20759], [-1.82597, 1.36964, 1.12430], [0.23245, -0.64319, 1.55926], [0.43732, 2.09199, 0.54170], [1.28851, 1.18147, -1.49525], [2.91803, -0.69042, -1.11569], [2.07998, -1.10862, 0.46911]],
  "atomic_forces_ev_per_a": [[0.009, -0.040, -0.003], [-0.207, 0.098, -0.102], [0.092, -0.249, 0.122], [0.058, 0.113, -0.164], [-0.011, 0.215, 0.047], [0.295, -0.020, 0.141], [-0.115, -0.123, -0.050], [0.076, -0.007, 0.134], [0.088, 0.064, -0.109], [-0.149, 0.130, 0.053], [0.109, -0.102, -0.060], [-0.041, 0.076, -0.005], [-0.016, -0.161, -0.028], [-0.082, -0.136, 0.093], [-0.139, 0.039, 0.060], [0.034, 0.105, -0.128]]
}

=====

Record 3
{
  "formula": "C20H23FN2O4S2",
  "method": "the ωB97M-V functional and the def2-TZVPD basis",
  "lumo_ev": 0.47,
  "homo_energy_ev": -8.5,
  "smiles": "COc1ccc(NC(=O)CSc2ccc(F)cc2)cc1S(=O)(=O)N1CCCCC1",
  "e_above_lowest_ev": 0.000,
  "multiplicity": 1,
  "total_charge": 0,
  "symbols": ["C", "O", "C", "C", "C", "C", "N", "C", "O", "C", "S", "C", "C", "C", "C", "F", "C", "C", "C", "C", "S", "O", "O", "N", "C", "C", "C", "C", "C", "H", "H", "H", "H", "H", "H", "H", "H", "H", "H", "H", "H", "H", "H", "H", "H", "H", "H", "H", "H", "H", "H", "H"],
  "xyz": [[2.96119, 0.98236, -2.53993], [2.56156, -0.26342, -1.98276], [1.78931, -0.16244, -0.85167], [2.38590, -0.06558, 0.40303], [1.62285, -0.02958, 1.55402], [0.23303, -0.08221, 1.46948], [-0.60000, -0.03995, 2.58770], [-0.25894, 0.02391, 3.89826], [0.86699, 0.02100, 4.34084], [-1.46783, 0.07330, 4.82737], [-2.85919, 1.06466, 4.20195], [-2.20950, 2.71023, 4.09563], [-3.08100, 3.67325, 3.59270], [-2.67508, 4.98653, 3.47607], [-1.38985, 5.32269, 3.86718], [-0.98368, 6.60356, 3.75655], [-0.51258, 4.37978, 4.36768], [-0.92532, 3.06360, 4.48352], [-0.36657, -0.17640, 0.21554], [0.40361, -0.21442, -0.92634], [-0.46485, -0.31208, -2.50987], [-0.01525, 0.74719, -3.36472], [-1.86006, -0.36552, -2.17827], [-0.08199, -1.74901, -3.21692], [-0.36211, -2.92583, -2.43292], [-0.59815, -4.11222, -3.36626], [0.60469, -4.29600, -4.28854], [0.86732, -3.00044, -5.05293], [1.08224, -1.85782, -4.06331], [3.46420, 1.60241, -1.79170], [3.65439, 0.73751, -3.34187], [2.09517, 1.51233, -2.94478], [3.46285, -0.02929, 0.46655], [2.09660, 0.03843, 2.51942], [-1.59314, -0.01207, 2.37989], [-1.87726, -0.93366, 4.93275], [-1.16597, 0.42883, 5.81262], [-4.07663, 3.38103, 3.29676], [-3.33676, 5.74435, 3.08873], [0.48213, 4.67212, 4.66376], [-0.23187, 2.33811, 4.87451], [-1.43927, -0.21229, 0.09999], [-1.25383, -2.70952, -1.84272], [0.47555, -3.14633, -1.75069], [-0.77068, -5.01226, -2.77422], [-1.48788, -3.91388, -3.96485], [0.41970, -5.11491, -4.98577], [1.48474, -4.55093, -3.69303], [0.00835, -2.76906, -5.68388], [1.74852, -3.10147, -5.68778], [1.19095, -0.90067, -4.57254], [1.98340, -2.04791, -3.46423]],
  "atomic_forces_ev_per_a": [[0.044, 0.300, -0.152], [-0.184, -0.206, 0.317], [0.275, 0.018, 0.123], [-0.150, -0.031, -0.453], [-0.022, 0.036, 0.140], [0.373, -0.037, -0.361], [-0.350, -0.116, -0.163], [-0.460, -0.041, 0.053], [0.351, 0.008, 0.106], [-0.341, 0.468, -0.049], [-0.117, -0.287, 0.209], [0.033, -0.278, 0.044], [0.155, -0.149, 0.078], [0.183, 0.157, 0.035], [0.016, -0.168, 0.038], [-0.038, -0.073, 0.000], [-0.057, 0.315, -0.081], [-0.149, 0.021, -0.049], [-0.041, 0.006, 0.289], [-0.138, -0.067, -0.710], [-0.170, 0.042, 0.010], [0.272, -0.166, -0.013], [0.077, -0.200, 0.201], [-0.226, 0.880, 0.398], [-0.438, -0.527, 0.342], [0.249, 0.074, 0.125], [-0.233, 0.048, -0.169], [0.079, -0.010, 0.269], [0.500, 0.144, -0.574], [0.016, -0.059, -0.028], [0.016, 0.081, 0.005], [0.132, -0.019, 0.050], [0.108, -0.014, -0.026], [0.000, -0.008, 0.006], [0.197, 0.106, 0.179], [0.005, 0.037, 0.031], [0.131, -0.090, -0.120], [-0.140, 0.028, -0.062], [-0.051, 0.100, -0.039], [0.098, 0.074, 0.016], [0.081, -0.088, 0.057], [-0.147, -0.011, 0.075], [0.062, -0.202, 0.068], [-0.060, 0.025, -0.032], [-0.054, 0.013, 0.017], [-0.092, -0.023, 0.010], [0.067, -0.047, 0.033], [0.063, -0.065, 0.008], [-0.013, 0.032, -0.097], [0.000, 0.051, -0.032], [0.171, -0.111, -0.037], [-0.080, 0.030, -0.086]]
}

=====

Record 4
{
  "formula": "H80O40",
  "method": "the ωB97M-V functional and the def2-TZVPD basis",
  "lumo_ev": -0.55,
  "homo_energy_ev": -10.5,
  "e_above_lowest_ev": 12.647,
  "multiplicity": 1,
  "total_charge": 0,
  "symbols": ["H", "H", "O", "H", "H", "O", "H", "H", "O", "H", "H", "O", "H", "H", "O", "H", "O", "H", "O", "H", "H", "O", "H", "H", "O", "H", "H", "O", "H", "H", "O", "H", "O", "H", "H", "O", "H", "H", "O", "H", "H", "O", "H", "H", "O", "H", "H", "O", "H", "H", "O", "H", "O", "H", "H", "O", "H", "O", "H", "H", "O", "H", "H", "O", "H", "H", "O", "H", "H", "O", "H", "H", "O", "H", "H", "O", "H", "H", "O", "H", "H", "O", "H", "H", "O", "H", "H", "O", "H", "O", "H", "H", "O", "H", "H", "H", "H", "H", "H", "O", "H", "H", "O", "H", "H", "O", "H", "H", "O", "H", "H", "O", "H", "H", "O", "H", "H", "O", "H", "H"],
  "xyz": [[0.03549, 3.11299, -4.17323], [0.83272, 4.45061, -4.01026], [0.84916, 3.47229, -3.79461], [-1.79000, -1.70338, 4.35125], [-1.50865, -0.79557, 5.46995], [-2.23896, -1.06538, 4.90416], [-1.64997, -1.99974, -0.34834], [-0.86841, -1.11443, 0.45014], [-1.05919, -2.09867, 0.36411], [3.39182, -3.11578, 3.33710], [2.05158, -3.11904, 2.77931], [2.71592, -3.76015, 3.04511], [3.71079, -2.99069, 1.05561], [4.88656, -2.01708, 0.41689], [4.46182, -2.41234, 1.18982], [2.26315, 1.66531, -3.47929], [2.74269, 1.00877, -2.88088], [0.64372, -0.29170, -4.74318], [0.08251, 0.43968, -5.17428], [3.02284, -0.94288, 1.60086], [4.02045, -0.71816, 2.76152], [3.38412, -0.25055, 2.20148], [-0.54208, 1.37295, 3.67462], [-1.51752, 1.14930, 2.67344], [-1.38828, 0.95156, 3.60164], [0.44205, -5.35881, 1.61686], [1.93718, -6.05679, 1.06691], [1.29049, -5.44899, 1.27828], [2.57931, 5.03004, -0.43553], [2.37105, 6.42610, -0.55892], [2.08849, 5.69976, 0.10613], [0.12962, -2.25359, -4.85618], [-0.37972, -2.16846, -5.64589], [-3.63084, 3.35142, -3.15390], [-3.77654, 4.81642, -3.22958], [-3.98940, 4.03286, -3.70219], [-3.61157, 0.09132, 3.87285], [-4.67518, 0.34094, 5.11031], [-4.46391, 0.33745, 4.19013], [2.66367, 2.19807, 5.19134], [3.31971, 2.89375, 3.79307], [2.84531, 2.14883, 4.20306], [-5.06706, -0.59543, -0.78637], [-3.93489, -0.84095, -1.86596], [-4.67371, -0.36002, -1.56763], [-1.64047, -0.39243, -2.13757], [-2.12321, -1.36781, -3.25734], [-2.05400, -1.25755, -2.27628], [3.08359, 1.32683, -5.05561], [2.33113, 0.48079, -5.92872], [3.11714, 1.02246, -6.05235], [6.35930, 0.25832, 0.60564], [5.92219, -0.28517, -0.07475], [3.26394, 3.87828, 2.23864], [2.92667, 5.16818, 2.69835], [3.73631, 4.57847, 2.66569], [1.53970, 2.82970, 6.20520], [1.08949, 2.06335, 6.58605], [-5.83376, -1.43081, 2.04310], [-4.53181, -1.58957, 1.71522], [-5.27504, -1.08399, 1.23794], [0.54064, -3.49166, -0.64096], [1.98649, -3.75857, -0.56242], [1.35227, -3.07897, -0.93235], [-1.32740, 4.78849, 1.10440], [-1.22534, 3.53199, 1.68360], [-1.64514, 3.84065, 0.86617], [5.18400, 2.06161, -1.38737], [5.05396, 1.42566, -2.85696], [5.53736, 1.47332, -2.04216], [0.84090, 1.88399, -2.09396], [0.18886, 1.40718, -0.90613], [-0.01747, 1.55375, -1.83429], [-1.71423, 3.30130, -1.79838], [-1.78462, 2.59237, -3.15460], [-1.63875, 3.47873, -2.77175], [-1.64134, -4.92957, -0.36233], [-1.95261, -4.76619, -1.94751], [-1.34200, -4.77861, -1.23432], [0.08312, -1.74466, -2.66501], [1.65157, -1.61416, -2.60908], [0.82965, -1.21597, -2.84354], [0.66055, -3.00995, 4.26782], [0.31739, -2.57806, 5.59764], [0.60682, -2.20954, 4.77338], [-3.15398, -0.28852, 0.44546], [-2.99088, 1.27778, 0.18208], [-2.50580, 0.42802, 0.58862], [-5.42667, -3.74647, -1.95252], [-4.45464, -3.91987, -1.93824], [-3.73716, -2.43040, 3.26219], [-3.85869, -2.49738, 4.56777], [-3.31128, -3.08529, 3.87508], [6.15832, 0.05012, -1.02931], [2.30442, 0.18987, -3.17822], [1.26578, 1.32675, 5.99725], [-0.04821, 0.32550, -6.11861], [-0.74881, -1.30976, -5.83378], [-4.13231, -3.06275, -2.19731], [1.05633, 0.36326, 3.07176], [1.74155, 0.91487, 3.35445], [1.24869, -0.56663, 3.27248], [-4.68096, 3.63360, 0.21693], [-3.79286, 3.20067, 0.02288], [-5.05738, 3.14674, 0.95450], [-0.04156, -4.35673, -3.78427], [-0.55593, -3.61252, -3.43606], [-0.43754, -5.11828, -3.32744], [0.44735, 2.67603, 2.01999], [1.13482, 2.34513, 2.53525], [-0.25860, 2.18457, 1.63321], [0.59108, 0.02215, 0.44665], [1.07887, 0.37086, 1.21784], [1.06025, -0.81508, 0.24815], [-0.42069, 5.86833, -2.19526], [-0.72908, 5.07138, -2.69067], [-1.24010, 5.93321, -1.71852], [1.28072, -5.70028, -1.85691], [1.16278, -4.82063, -2.22516], [0.59995, -5.87232, -1.19303]],
  "atomic_forces_ev_per_a": [[0.261, 0.169, 0.137], [0.062, -1.779, 0.370], [0.539, 1.464, -0.768], [-0.066, -0.346, -0.424], [-0.193, 0.603, -0.006], [0.374, -0.322, 1.161], [-1.366, -0.689, -1.741], [0.298, -1.306, 0.625], [0.808, 1.576, 1.324], [0.066, -0.778, 0.039], [-0.509, -0.251, -0.401], [0.545, 1.101, 0.336], [0.214, -0.270, -0.721], [-0.343, -0.037, -0.242], [0.368, -0.165, 0.862], [0.683, -0.583, 1.307], [-1.046, 0.924, -1.909], [-1.426, 1.399, -1.169], [0.886, -0.377, 1.449], [1.052, 0.725, 0.599], [-0.042, 0.047, -0.583], [-0.383, -0.324, -0.036], [0.836, -0.006, 0.718], [-0.861, -0.503, -0.470], [-0.883, 0.747, -0.355], [-1.639, -1.452, 0.944], [0.704, -2.691, 0.003], [0.719, 4.129, -1.088], [-0.867, -0.159, 1.168], [-1.244, -0.827, 1.976], [2.016, 0.965, -3.010], [0.476, 0.550, 0.697], [-0.918, -1.438, -1.597], [0.168, -0.422, 0.360], [0.261, 1.056, 0.498], [-1.306, -0.349, -1.299], [1.422, -0.113, 1.135], [1.025, -0.287, 0.713], [-2.611, 0.496, -1.855], [1.144, 0.505, -2.257], [0.051, 0.174, 1.142], [-0.644, -0.476, 0.998], [-1.101, -1.496, 3.025], [1.399, -1.148, 0.204], [-0.357, 2.699, -3.106], [0.197, 0.217, -0.004], [0.127, 0.308, 1.029], [-0.139, -0.409, -1.386], [0.964, -0.362, -2.908], [-0.275, -0.352, -0.940], [-0.466, 0.732, 3.598], [-0.154, -0.274, -0.841], [0.690, 0.285, -1.712], [0.077, -1.174, -1.106], [1.594, -0.103, 0.146], [-1.774, 1.172, 0.632], [-0.548, 0.023, 0.235], [0.305, 0.259, 0.155], [-0.042, 1.702, -2.428], [-0.257, 1.287, -2.020], [0.276, -2.930, 4.277], [-0.980, 0.271, 0.151], [-0.716, 1.009, -0.751], [1.889, -0.963, 0.917], [-1.101, -1.701, -1.574], [-0.315, -0.715, -0.025], [0.988, 2.723, 1.322], [-0.790, 0.324, -0.098], [-0.903, 0.359, -0.128], [1.782, -0.635, -0.042], [0.210, 0.311, -0.733], [-0.379, -0.704, 0.450], [-0.271, -0.074, 0.492], [0.690, 0.154, -1.090], [0.408, 0.527, 0.244], [-0.964, -0.906, 1.320], [-1.504, -0.163, 0.833], [-1.689, -0.194, 0.073], [2.657, 0.440, -0.626], [-0.858, -1.190, 0.979], [0.272, -1.297, 0.789], [0.721, 2.323, -1.933], [0.255, -0.705, -0.771], [-0.233, 0.079, 1.072], [0.031, 0.490, -0.234], [0.224, 0.666, 0.084], [1.497, -3.075, 1.344], [-1.686, 2.620, -1.387], [1.000, -0.518, 0.103], [-1.376, -0.030, 0.046], [1.213, -1.232, -0.827], [2.256, -2.422, -0.447], [-3.618, 3.076, 1.047], [-0.661, -0.306, 2.805], [0.160, 0.303, 0.561], [-0.243, -0.242, -0.153], [0.595, -0.191, -0.057], [0.182, 0.149, 0.816], [0.472, 0.580, -0.122], [-2.244, -1.713, -0.468], [2.552, 0.564, 0.998], [0.146, 0.754, 0.262], [1.609, -0.768, -0.731], [-1.734, 1.091, 0.724], [0.092, -0.139, 0.108], [-0.640, 0.259, 0.206], [0.071, -0.291, -0.206], [0.520, 0.080, -0.287], [-0.806, 3.765, -1.225], [0.836, -1.721, 0.985], [0.496, -1.678, -0.114], [0.960, -0.415, -0.048], [-0.426, -0.122, 0.141], [-0.405, 0.497, -0.331], [-0.425, -1.043, -0.918], [1.000, 0.361, 0.023], [-0.466, 0.898, 0.941], [0.680, -1.154, 0.278], [-0.304, 0.022, 0.086], [0.126, 0.494, -0.357]]
}

=====

Record 5
{
  "formula": "C4H6FNO2",
  "method": "the ωB97M-V functional and the def2-TZVPD basis",
  "lumo_ev": 0.57,
  "homo_energy_ev": -8.8,
  "e_above_lowest_ev": 4.608,
  "multiplicity": 1,
  "total_charge": 0,
  "symbols": ["C", "C", "C", "C", "N", "O", "O", "F", "H", "H", "H", "H", "H", "H"],
  "xyz": [[-1.13874, 0.55502, 0.13848], [0.38921, -1.43059, 1.28627], [-0.10304, -0.49941, 0.41888], [1.53756, 0.82187, -0.44376], [-1.95659, 0.40288, -0.93348], [-1.18617, 1.57180, 0.78339], [0.06754, -1.81370, -0.06981], [2.66945, 0.16825, -0.35851], [1.45216, -1.70885, 1.35473], [-0.27583, -1.99785, 1.87054], [1.44529, 1.69127, 0.30341], [1.26059, 1.12806, -1.46622], [-1.56937, -0.07439, -1.74746], [-2.59207, 1.18565, -1.13646]],
  "atomic_forces_ev_per_a": [[0.220, -0.341, 0.276], [2.124, -3.443, 1.090], [1.916, 3.809, -5.027], [-3.581, 0.826, 2.304], [-0.303, -0.606, -1.436], [0.145, 0.525, 1.265], [-1.342, 1.526, -1.010], [1.018, -0.734, -0.058], [-0.263, 1.116, 0.953], [-0.588, -0.133, 1.641], [0.241, -1.427, -1.050], [0.059, -0.538, 0.332], [-0.459, -0.063, 0.452], [0.814, -0.519, 0.267]]
}

=====

Record 6
{
  "formula": "C2H4ClNS",
  "method": "the ωB97M-V functional and the def2-TZVPD basis",
  "lumo_ev": -0.04,
  "homo_energy_ev": -8.4,
  "smiles": "C=NC=S.Cl",
  "e_above_lowest_ev": 1.994,
  "multiplicity": 1,
  "total_charge": 0,
  "symbols": ["C", "N", "C", "S", "H", "H", "H", "Cl", "H"],
  "xyz": [[-1.80868, 0.20926, -0.74509], [-1.31190, -0.07040, 0.38510], [-0.10175, -0.31202, 0.81724], [0.61020, -1.74868, 0.34076], [-2.87611, 0.08742, -0.82722], [-1.24085, 0.34120, -1.57896], [0.35432, 0.31337, 1.46390], [3.13575, 0.07134, -0.28233], [3.23902, 1.10850, 0.42659]],
  "atomic_forces_ev_per_a": [[-1.266, -1.459, 3.178], [-1.937, 1.363, -0.597], [0.496, -4.338, -2.812], [-0.515, 0.751, 0.720], [-0.317, 0.431, -0.179], [1.774, 0.636, -2.374], [1.251, 2.227, 2.172], [0.357, -0.150, -0.419], [0.157, 0.539, 0.311]]
}

=====

| no. | E (eV) |
| --- | --- |
| 1 | -42799.44921 |
| 2 | -8866.18317 |
| 3 | -56671.53554 |
| 4 | -83193.16851 |
| 5 | -12543.48198 |
| 6 | -26984.63035 |